Record 1
Density functional theory data (ωB97M-V/def2-TZVPD) for a structure of composition C51H80B2BrCl2IN11O8P2S2 in a non-equilibrium geometry.

Element x y z (Å)
C: 2.745 0.047 1.419
C: 1.718 -0.631 0.934
C: 0.317 -0.128 1.033
N: -0.350 0.537 -0.163
C: 0.649 1.627 -0.733
C: 1.706 1.464 -1.856
C: 3.132 1.068 -1.479
I: 2.011 3.497 -2.572
C: -0.894 -0.476 -1.217
B: 0.248 -1.399 -1.911
O: 1.597 -1.233 -1.868
O: -0.285 -2.386 -2.660
C: 0.569 -3.478 -3.019
P: -2.005 -2.067 -0.779
O: -2.933 -1.870 0.512
Br: -0.417 -3.397 0.153
C: -1.509 0.385 -2.413
C: -2.190 -0.452 -3.573
Cl: -3.934 -0.133 -3.678
C: -1.468 -0.212 -4.936
C: -0.866 -1.479 -5.524
Cl: -2.535 0.499 -6.184
N: -2.226 1.591 -1.950
P: -2.506 2.784 -3.120
S: -1.450 4.401 -3.195
C: -2.727 1.630 -0.579
C: -3.951 0.692 -0.558
O: -4.841 1.570 -1.238
C: -6.235 1.261 -1.092
C: -6.967 1.548 -2.398
C: -7.475 0.297 -3.124
B: -3.649 2.908 -0.114
O: -4.379 2.684 1.034
O: -3.533 4.155 -0.668
C: -1.583 1.367 0.440
N: -2.142 0.686 1.561
S: -1.059 2.998 1.311
C: -0.746 4.419 0.288
O: -2.147 3.361 2.187
O: 0.149 2.818 2.113
H: 2.660 1.069 1.741
H: 3.719 -0.402 1.511
H: 1.874 -1.652 0.625
H: -0.306 -0.922 1.403
H: 0.329 0.607 1.822
H: 1.193 1.976 0.129
H: -0.010 2.396 -1.099
H: 1.381 0.950 -2.746
H: 3.473 1.741 -0.698
H: 3.761 1.213 -2.347
H: 3.216 0.062 -1.115
H: 2.120 -1.689 -1.207
H: 1.122 -3.875 -2.178
H: -0.072 -4.274 -3.378
H: 1.236 -3.220 -3.832
H: -2.499 -1.876 1.374
H: -0.626 0.790 -2.903
H: -2.191 -1.513 -3.393
H: -0.703 0.545 -4.807
H: 0.112 -1.663 -5.101
H: -0.713 -1.336 -6.585
H: -1.516 -2.333 -5.374
H: -2.339 2.021 -4.267
H: -3.878 2.998 -3.055
H: -3.832 -0.223 -1.123
H: -4.354 0.461 0.416
H: -6.620 1.885 -0.289
H: -6.337 0.215 -0.818
H: -7.810 2.194 -2.186
H: -6.292 2.100 -3.045
H: -8.518 0.110 -2.902
H: -7.345 0.370 -4.197
H: -6.925 -0.583 -2.804
H: -4.343 3.460 1.605
H: -4.381 4.529 -0.931
H: -1.612 0.823 2.421
H: -3.056 1.087 1.756
H: -1.325 5.224 0.717
H: 0.319 4.600 0.321
H: -1.045 4.279 -0.748
N: 3.544 -0.791 -5.026
C: 4.682 -1.123 -4.341
C: 5.753 -0.889 -5.157
C: 5.237 -0.390 -6.388
C: 3.874 -0.341 -6.279
H: 2.617 -0.875 -4.653
H: 4.623 -1.503 -3.335
H: 6.787 -1.056 -4.907
H: 5.806 -0.102 -7.255
H: 3.119 -0.025 -6.979
N: -2.314 0.998 6.253
C: -1.219 0.683 7.002
C: -0.112 1.128 6.337
C: -0.558 1.750 5.138
C: -1.925 1.650 5.114
H: -3.260 0.770 6.499
H: -1.321 0.162 7.938
H: 0.908 1.027 6.669
H: 0.056 2.201 4.379
H: -2.650 1.979 4.388
N: -4.852 -3.035 7.547
C: -3.754 -3.350 8.296
C: -2.647 -2.891 7.635
C: -3.098 -2.272 6.437
C: -4.466 -2.378 6.412
H: -5.799 -3.257 7.792
H: -3.851 -3.872 9.232
H: -1.628 -2.986 7.970
H: -2.487 -1.803 5.684
H: -5.191 -2.044 5.689
N: 2.823 3.253 3.798
C: 3.662 4.254 4.208
C: 4.560 3.724 5.093
C: 4.245 2.347 5.235
C: 3.169 2.086 4.430
H: 2.056 3.369 3.154
H: 3.551 5.258 3.835
H: 5.350 4.260 5.591
H: 4.750 1.632 5.863
H: 2.619 1.177 4.270
N: -2.132 -6.414 0.982
C: -2.158 -7.223 -0.122
C: -3.171 -8.128 0.046
C: -3.780 -7.853 1.301
C: -3.117 -6.791 1.855
H: -1.487 -5.659 1.124
H: -1.456 -7.089 -0.928
H: -3.445 -8.902 -0.650
H: -4.608 -8.378 1.746
H: -3.260 -6.278 2.790
N: 6.127 0.769 8.498
C: 7.170 0.562 9.360
C: 7.268 1.660 10.169
C: 6.243 2.566 9.781
C: 5.556 1.989 8.748
H: 5.828 0.124 7.792
H: 7.749 -0.345 9.325
H: 7.993 1.801 10.953
H: 6.036 3.531 10.212
H: 4.714 2.340 8.177
N: 2.880 -5.473 -5.157
C: 3.770 -4.503 -4.774
C: 4.643 -5.070 -3.884
C: 4.263 -6.433 -3.724
C: 3.172 -6.651 -4.523
H: 2.129 -5.340 -5.808
H: 3.706 -3.502 -5.166
H: 5.467 -4.567 -3.406
H: 4.741 -7.169 -3.101
H: 2.588 -7.538 -4.695
N: 0.810 5.139 -6.855
C: 1.991 4.847 -6.230
C: 3.008 5.088 -7.115
C: 2.414 5.544 -8.324
C: 1.059 5.565 -8.131
H: -0.098 5.053 -6.437
H: 1.997 4.494 -5.214
H: 4.059 4.953 -6.920
H: 2.925 5.825 -9.229
H: 0.256 5.848 -8.790

## Properties
Spin multiplicity: 1
Largest force on an atom, Eh/bohr: 0.0631
Net charge: +1
Kohn-Sham gap, eV: 6.5
Calculated total energy, a.u.: -8516.23906
E_HOMO, Ha: -0.3426

Record 2
Density functional theory data (ωB97M-V/def2-TZVPD) for a structure of composition C51H84AsGeN8O7S6Si4Ti in a non-equilibrium geometry.

Element x y z (Å)
Ti: 0.199 1.682 0.611
N: -0.411 -0.628 -2.835
C: 0.179 -0.666 -1.645
N: 0.325 0.561 -1.190
C: -0.255 1.350 -2.173
N: -0.696 0.641 -3.198
C: -0.372 2.751 -1.960
C: -0.930 3.633 -2.875
N: -1.156 4.914 -2.631
C: -0.819 5.309 -1.376
C: -0.262 4.483 -0.442
N: 0.025 3.172 -0.692
H: -0.805 -1.396 -3.354
H: 0.563 -1.555 -1.174
H: -1.216 3.259 -3.853
H: -1.037 6.341 -1.130
H: -0.028 4.856 0.545
C: 3.051 -2.197 4.859
C: 2.777 -0.702 4.662
C: 1.610 -0.486 3.761
N: 1.635 0.074 2.615
N: 0.436 0.085 1.947
C: -0.527 -0.518 2.652
N: -1.763 -0.817 2.263
S: 0.035 -1.104 4.194
H: 3.840 -2.350 5.598
H: 3.365 -2.655 3.921
H: 2.152 -2.709 5.204
H: 3.640 -0.215 4.213
H: 2.571 -0.234 5.629
H: -2.142 -0.305 1.431
H: -2.420 -1.054 2.988
C: 1.068 -6.354 2.568
O: 0.849 -5.057 2.038
C: 1.897 -4.364 1.544
S: 3.470 -4.891 1.679
S: 1.446 -2.906 0.811
H: 1.391 -7.039 1.782
H: 0.113 -6.673 2.983
H: 1.839 -6.335 3.340
C: -4.742 4.195 3.065
C: -4.741 4.024 1.545
C: -3.624 4.858 0.928
C: -6.091 4.472 0.964
O: -4.530 2.634 1.290
Si: -4.293 1.769 -0.083
S: -2.472 0.842 -0.384
O: -4.703 2.778 -1.322
C: -5.037 2.542 -2.683
C: -4.850 3.873 -3.410
C: -4.159 1.474 -3.330
C: -6.503 2.096 -2.741
O: -5.419 0.545 -0.055
C: -6.231 0.020 0.976
C: -7.294 1.048 1.380
C: -6.914 -1.227 0.410
C: -5.401 -0.371 2.201
H: -5.125 5.185 3.326
H: -3.729 4.093 3.450
H: -5.369 3.433 3.535
H: -3.818 5.923 1.074
H: -3.544 4.644 -0.137
H: -2.686 4.605 1.413
H: -6.199 5.553 1.065
H: -6.919 3.988 1.486
H: -6.124 4.201 -0.089
H: -3.818 4.208 -3.299
H: -5.505 4.636 -2.984
H: -5.073 3.759 -4.473
H: -3.106 1.751 -3.284
H: -4.450 1.345 -4.374
H: -4.271 0.527 -2.805
H: -7.141 2.850 -2.275
H: -6.600 1.166 -2.182
H: -6.830 1.938 -3.771
H: -7.738 1.481 0.482
H: -6.823 1.844 1.951
H: -8.076 0.582 1.983
H: -7.450 -0.976 -0.507
H: -7.620 -1.635 1.136
H: -6.170 -1.990 0.179
H: -4.804 0.482 2.527
H: -4.733 -1.200 1.956
H: -6.065 -0.681 3.010
C: -3.979 -4.299 4.344
C: -2.595 -4.189 4.387
C: -1.883 -3.970 3.217
C: -2.521 -3.866 1.980
C: -3.909 -3.993 1.956
C: -4.632 -4.199 3.125
Ge: -1.424 -3.411 0.346
C: -0.938 -5.298 -0.229
C: 0.168 -5.558 -1.037
C: 0.491 -6.849 -1.432
C: -0.303 -7.915 -1.036
C: -1.418 -7.676 -0.244
C: -1.723 -6.382 0.156
C: -2.843 -3.200 -1.104
C: -3.988 -2.424 -0.936
C: -4.974 -2.379 -1.912
C: -4.830 -3.101 -3.088
C: -3.666 -3.826 -3.300
C: -2.683 -3.866 -2.320
H: -4.546 -4.450 5.255
H: -2.074 -4.271 5.334
H: -0.807 -3.870 3.260
H: -4.436 -3.926 1.011
H: -5.713 -4.280 3.082
H: 0.807 -4.735 -1.340
H: 1.373 -7.024 -2.037
H: -0.061 -8.926 -1.342
H: -2.046 -8.504 0.067
H: -2.594 -6.209 0.780
H: -4.100 -1.815 -0.048
H: -5.864 -1.784 -1.746
H: -5.610 -3.092 -3.840
H: -3.534 -4.385 -4.220
H: -1.783 -4.446 -2.495
C: 4.733 -0.746 1.878
Si: 4.618 1.149 1.657
C: 6.476 1.533 1.285
C: 4.352 2.066 3.303
As: 2.711 1.542 0.173
Si: 3.462 3.587 -0.842
C: 5.367 3.795 -0.734
C: 2.878 5.280 -0.188
C: 3.047 3.645 -2.707
Si: 3.809 0.248 -1.698
C: 5.544 0.746 -2.393
C: 3.985 -1.647 -1.434
C: 2.811 0.358 -3.349
H: 5.129 -1.045 2.851
H: 5.392 -1.169 1.118
H: 3.749 -1.203 1.764
H: 7.091 0.947 1.971
H: 6.719 2.585 1.431
H: 6.762 1.254 0.270
H: 5.018 1.723 4.098
H: 3.321 1.940 3.627
H: 4.505 3.139 3.165
H: 5.635 4.101 0.280
H: 5.713 4.568 -1.422
H: 5.901 2.872 -0.953
H: 2.448 5.167 0.806
H: 2.121 5.715 -0.837
H: 3.713 5.980 -0.114
H: 3.577 2.873 -3.264
H: 1.979 3.493 -2.863
H: 3.310 4.615 -3.134
H: 6.332 0.705 -1.640
H: 5.525 1.754 -2.810
H: 5.812 0.059 -3.197
H: 3.853 -1.934 -0.392
H: 4.964 -2.005 -1.759
H: 3.228 -2.185 -2.006
H: 1.912 0.962 -3.241
H: 2.502 -0.634 -3.683
H: 3.407 0.806 -4.144
O: -1.142 2.354 1.755
S: -0.435 2.883 2.968
O: -0.352 1.888 4.019
O: -0.979 4.152 3.403
S: 1.389 3.227 2.246

## Properties
Spin multiplicity: 2
ΔE to the lowest compared entry with this formula, charge and spin, kJ/mol: 146.2
Largest force on an atom, Eh/bohr: 0.0673
Net charge: -2
Kohn-Sham gap (spin up / spin down), eV: 4.9 / 4.7
Calculated total energy, a.u.: -11668.18490
E_HOMO (spin up / spin down), Ha: -0.0377 / -0.0376
<S²>: 0.755

Record 3
Density functional theory data (ωB97M-V/def2-TZVPD) for a structure of composition C51H87N15O4P in a non-equilibrium geometry.

Element x y z (Å)
C: -2.335 4.576 2.342
C: -0.765 4.857 2.178
O: -0.027 3.728 1.647
C: 1.412 3.990 1.788
C: 2.125 2.653 1.185
O: 1.515 1.540 1.877
C: 2.495 0.464 2.119
C: 1.666 -0.912 2.025
C: 2.333 -2.305 2.508
O: 1.390 -3.315 1.991
P: 1.326 -2.850 0.321
C: -0.570 -2.892 0.091
C: -1.434 -2.522 1.400
C: -2.872 -1.954 0.859
C: -2.922 -0.351 0.759
C: -2.160 0.244 -0.554
C: -2.800 -0.261 -1.939
C: -1.699 -0.763 -3.028
C: -0.581 0.358 -3.329
C: 0.861 -0.267 -3.762
C: 1.570 0.889 -4.674
C: 1.892 2.240 -3.855
C: 1.231 3.583 -4.487
N: 0.225 4.075 -3.484
C: 0.411 5.077 -2.416
C: -0.895 5.269 -1.586
C: -1.978 4.291 -2.185
C: -1.155 3.666 -3.338
O: 1.222 -1.117 0.663
H: -2.831 4.259 1.350
H: -2.891 5.524 2.694
H: -2.523 3.704 3.077
H: -0.332 5.089 3.219
H: -0.619 5.730 1.432
H: 1.745 4.949 1.262
H: 1.617 3.993 2.930
H: 1.764 2.608 0.081
H: 3.265 2.692 1.242
H: 2.835 0.610 3.211
H: 3.385 0.499 1.402
H: 0.844 -0.759 2.838
H: 3.435 -2.491 2.203
H: 2.361 -2.449 3.646
H: 1.250 -4.244 -0.140
H: 1.340 -2.393 -1.064
H: 2.765 -2.877 0.170
H: -0.916 -3.932 -0.291
H: -0.829 -2.145 -0.734
H: -1.001 -1.687 2.049
H: -1.613 -3.479 2.021
H: -3.174 -2.451 -0.133
H: -3.632 -2.254 1.688
H: -4.046 -0.068 0.645
H: -2.561 0.197 1.702
H: -1.030 0.006 -0.499
H: -2.265 1.395 -0.461
H: -3.389 0.640 -2.371
H: -3.580 -1.079 -1.728
H: -1.274 -1.798 -2.797
H: -2.302 -0.882 -4.014
H: -0.372 1.066 -2.458
H: -0.942 0.937 -4.267
H: 1.509 -0.550 -2.852
H: 0.698 -1.190 -4.423
H: 2.530 0.457 -5.122
H: 0.847 1.189 -5.531
H: 3.038 2.401 -3.914
H: 1.585 2.181 -2.755
H: 2.044 4.399 -4.531
H: 0.793 3.431 -5.532
H: 1.402 5.642 -2.255
H: -1.120 5.961 -0.710
H: -3.058 4.086 -1.873
H: -1.755 2.920 -3.962
C: 4.920 6.948 -5.226
C: 4.044 6.006 -5.997
N: 3.353 5.261 -6.605
H: 4.307 7.700 -4.727
H: 5.489 6.396 -4.475
H: 5.615 7.447 -5.903
C: 7.178 -2.903 1.273
C: 6.131 -2.146 0.510
N: 5.305 -1.550 -0.095
H: 6.888 -2.985 2.321
H: 7.290 -3.906 0.855
H: 8.134 -2.381 1.210
C: -6.672 1.922 -1.366
C: -5.600 2.959 -1.222
N: -4.752 3.777 -1.100
H: -7.281 1.891 -0.462
H: -7.311 2.163 -2.218
H: -6.222 0.940 -1.526
C: 9.534 -5.696 2.810
C: 9.319 -4.375 3.488
N: 9.154 -3.328 4.034
H: 9.512 -5.564 1.727
H: 10.502 -6.109 3.098
H: 8.747 -6.394 3.099
C: -0.841 -7.612 -1.634
C: -1.289 -6.199 -1.857
N: -1.643 -5.083 -2.034
H: -1.097 -7.923 -0.619
H: -1.333 -8.276 -2.347
H: 0.239 -7.685 -1.768
C: 1.705 0.136 6.200
C: 2.650 -0.596 7.107
N: 3.396 -1.173 7.824
H: 1.434 -0.498 5.353
H: 0.800 0.404 6.747
H: 2.178 1.046 5.827
C: -5.630 2.534 2.991
C: -6.538 1.583 2.267
N: -7.254 0.833 1.693
H: -6.222 3.297 3.500
H: -5.037 1.992 3.730
H: -4.958 3.019 2.281
C: -3.597 -1.223 4.275
C: -3.589 0.133 4.917
N: -3.584 1.204 5.423
H: -3.551 -1.998 5.043
H: -4.511 -1.353 3.693
H: -2.736 -1.326 3.612
C: -8.416 5.386 -3.873
C: -9.159 4.088 -3.758
N: -9.745 3.063 -3.667
H: -8.674 6.037 -3.035
H: -7.341 5.201 -3.863
H: -8.681 5.884 -4.805
C: -2.810 -6.739 2.556
C: -2.034 -7.807 1.843
N: -1.419 -8.646 1.278
H: -2.227 -6.355 3.395
H: -3.030 -5.919 1.869
H: -3.748 -7.151 2.932
C: 3.261 -8.321 0.364
C: 2.540 -9.119 -0.682
N: 1.969 -9.746 -1.509
H: 2.736 -7.379 0.539
H: 3.301 -8.885 1.298
H: 4.278 -8.106 0.032
C: 9.713 -6.251 -1.836
C: 8.695 -6.715 -0.836
N: 7.890 -7.081 -0.049
H: 10.443 -5.602 -1.348
H: 10.231 -7.110 -2.264
H: 9.221 -5.695 -2.636
C: 2.164 3.464 8.712
C: 2.987 3.267 7.474
N: 3.649 3.117 6.488
H: 2.442 2.724 9.465
H: 2.334 4.464 9.116
H: 1.104 3.351 8.476
C: -8.787 6.830 -8.121
C: -7.815 6.082 -7.257
N: -7.048 5.492 -6.575
H: -9.112 6.195 -8.947
H: -9.658 7.123 -7.533
H: -8.312 7.725 -8.525

## Properties
Spin multiplicity: 1
Largest force on an atom, Eh/bohr: 0.1341
Net charge: -1
Kohn-Sham gap, eV: 5.1
Calculated total energy, a.u.: -3458.59698
E_HOMO, Ha: -0.1321